(1)
Molecular formula: C22H29N3O4
Method: DFT, the ωB97M-V functional and the def2-TZVPD basis

The HOMO-LUMO gap comes out at 7.865 eV. Its energy is -35944.2737 eV. As for the SMILES: COc1ccc(CN(C)CC(=O)Nc2ccc(N3CCOCC3)cc2)cc1OC. The calculation puts the HOMO energy at -7.2349 eV. As for the energy relative to the best compared isomer or geometry (same formula, charge and spin): 165.9 kJ/mol.

Last column: natural (NBO) charge in e.
Element x y z (Å)
C: 3.35861 0.46061 0.29847  -0.252
O: 2.17895 1.13382 -0.06290  -0.493
C: 1.17532 1.20124 0.85689  0.253
C: 1.23743 0.70545 2.14600  -0.275
C: 0.15355 0.82329 3.00502  -0.210
C: -1.01669 1.42256 2.58345  -0.050
C: -2.21690 1.53219 3.48635  -0.239
N: -3.20891 0.48380 3.23278  -0.449
C: -4.48818 0.82717 3.82496  -0.403
C: -2.74562 -0.81806 3.68759  -0.325
C: -1.72819 -1.43693 2.72916  0.692
O: -0.82669 -2.14970 3.11375  -0.618
N: -2.02282 -1.14150 1.44032  -0.615
C: -1.19531 -1.25093 0.31892  0.127
C: 0.01220 -1.93514 0.33187  -0.224
C: 0.84677 -1.89584 -0.76889  -0.255
C: 0.50339 -1.17760 -1.91345  0.148
N: 1.32743 -1.08254 -3.03708  -0.447
C: 2.51028 -1.91472 -3.10861  -0.245
C: 2.99738 -1.93928 -4.56104  -0.069
O: 3.27933 -0.64702 -5.04160  -0.523
C: 2.13301 0.16902 -4.95622  -0.074
C: 1.62312 0.25777 -3.51876  -0.239
C: -0.75483 -0.56978 -1.94628  -0.182
C: -1.58609 -0.60307 -0.85053  -0.238
C: -1.08027 1.93844 1.28853  -0.311
C: -0.00444 1.84574 0.42578  0.344
O: 0.02917 2.33721 -0.84630  -0.502
C: -1.10029 3.01977 -1.32563  -0.249
H: 3.86895 0.95742 1.13063  0.177
H: 3.99995 0.49399 -0.58163  0.198
H: 3.15805 -0.58164 0.56595  0.180
H: 2.12770 0.21488 2.50315  0.224
H: 0.23430 0.42776 4.00566  0.219
H: -2.70929 2.49126 3.30431  0.204
H: -1.88926 1.51057 4.53944  0.179
H: -4.83333 1.77299 3.40865  0.200
H: -4.44176 0.92402 4.91942  0.169
H: -5.21618 0.05616 3.57519  0.201
H: -2.29715 -0.78686 4.69289  0.198
H: -3.60023 -1.50087 3.72576  0.224
H: -2.79814 -0.49425 1.34075  0.420
H: 0.31081 -2.46451 1.22103  0.254
H: 1.79014 -2.41633 -0.71293  0.212
H: 2.25711 -2.93234 -2.80715  0.213
H: 3.32086 -1.53289 -2.46571  0.171
H: 3.92591 -2.50687 -4.64491  0.192
H: 2.22445 -2.40920 -5.18886  0.165
H: 2.43008 1.15293 -5.32304  0.193
H: 1.33939 -0.23907 -5.60145  0.163
H: 0.72969 0.87671 -3.47632  0.213
H: 2.39327 0.72932 -2.88833  0.184
H: -1.07869 -0.06211 -2.84197  0.205
H: -2.55007 -0.11328 -0.88767  0.203
H: -1.99484 2.41399 0.96999  0.216
H: -1.97785 2.36678 -1.37191  0.172
H: -1.33318 3.89746 -0.71286  0.177
H: -0.84225 3.34617 -2.33226  0.199

Force components x, y, z for each atom (eV/Å):
0.1736 -0.0759 0.0792
-0.3747 0.1784 0.0443
0.0549 0.0874 -0.0930
0.2206 0.0451 -0.2894
-0.2748 0.2407 0.0277
0.3066 0.1230 0.2630
0.0318 -0.0051 -0.1252
-0.1439 -0.0118 0.1073
-0.0621 0.0021 -0.0043
0.0808 0.0309 0.0171
-0.4296 -0.0493 0.0375
0.1976 -0.1460 0.1242
-0.3784 -0.0343 -0.1999
0.2745 -0.2636 -0.1451
-0.1948 -0.0585 0.2168
0.0687 0.1699 -0.3368
-0.2410 -0.1409 0.3130
0.1750 -0.0935 -0.3506
0.0115 -0.0100 -0.3645
0.0003 -0.2730 0.2709
0.1482 0.0676 -0.0024
-0.2246 0.2432 0.1825
0.1864 0.0532 -0.3399
0.0615 -0.0340 0.0722
0.0371 -0.0916 0.0957
0.1168 0.0875 -0.1806
0.1220 0.0764 -0.1000
0.2461 -0.1761 0.2731
-0.1306 0.0964 -0.0349
-0.0346 -0.0252 -0.0137
-0.0101 -0.0375 0.0666
0.0070 0.0195 -0.0009
0.1325 -0.0611 -0.0309
-0.0250 -0.0671 0.1231
0.0222 -0.0402 0.0777
-0.0611 0.0262 -0.0411
-0.0440 0.0194 0.0344
-0.0114 0.0069 0.0333
-0.0571 0.0114 0.0409
0.0123 -0.0364 -0.1134
0.0532 0.0341 0.0295
0.2005 -0.0268 0.1453
0.0073 -0.0318 0.0419
0.1081 -0.0313 -0.0153
0.0537 0.0180 0.0260
-0.0148 -0.0657 0.0428
-0.0829 -0.0250 0.0217
0.0710 0.0037 0.0748
-0.0783 -0.0295 0.0218
0.0411 0.0644 0.0547
0.0242 0.0314 -0.0068
-0.0584 0.0496 -0.0089
-0.0341 0.0359 -0.1016
-0.0994 0.0718 -0.0134
-0.1111 0.0856 -0.1065
-0.0019 0.0070 0.0221
-0.0049 -0.0456 -0.0099
-0.0638 -0.0002 0.0482

---

(2)
Molecular formula: C22H29N3O5
Method: DFT, the ωB97M-V functional and the def2-TZVPD basis

The HOMO-LUMO gap comes out at 8.249 eV. Its energy is -37993.5258 eV. As for the SMILES: CCOC(=O)c1ccc2ncc(C(=O)OCC)c(NCCCN3CCOCC3)c2c1. The calculation puts the HOMO energy at -8.0770 eV. As for the energy relative to the best compared isomer or geometry (same formula, charge and spin): 194.8 kJ/mol.

Last column: natural (NBO) charge in e.
Element x y z (Å)
C: -5.31420 -4.19329 0.18072  -0.623
C: -4.56463 -2.96875 0.67010  -0.069
O: -3.22185 -3.04224 0.19302  -0.510
C: -2.38230 -2.10216 0.63548  0.778
O: -2.71499 -1.22321 1.40009  -0.622
C: -1.01369 -2.25548 0.09865  -0.131
C: -0.60240 -3.42521 -0.56419  -0.164
C: 0.70840 -3.57146 -0.92006  -0.215
C: 1.64820 -2.55079 -0.67107  0.188
N: 2.94669 -2.82303 -0.92443  -0.472
C: 3.83022 -1.92800 -0.59565  0.136
C: 3.53772 -0.63747 -0.11352  -0.333
C: 4.62900 0.30022 0.14557  0.800
O: 4.48989 1.45189 0.53262  -0.649
O: 5.83937 -0.22017 -0.08107  -0.509
C: 6.95184 0.64001 0.15870  -0.068
C: 8.22266 -0.13442 -0.13360  -0.623
C: 2.18013 -0.25879 0.03240  0.323
N: 1.87248 1.01393 0.31027  -0.566
C: 0.66887 1.75677 0.02611  -0.220
C: -0.00742 2.29471 1.29079  -0.408
C: -1.11221 3.28545 0.91899  -0.209
N: -2.06544 2.69651 -0.00514  -0.456
C: -2.74987 3.68288 -0.82241  -0.245
C: -3.61772 2.95526 -1.85021  -0.071
O: -4.56856 2.12540 -1.22939  -0.524
C: -3.92799 1.18739 -0.39575  -0.069
C: -3.05818 1.86688 0.65847  -0.267
C: 1.20858 -1.31011 -0.12710  -0.108
C: -0.12075 -1.22140 0.30181  -0.156
H: -6.34277 -4.15390 0.52699  0.218
H: -5.30540 -4.22688 -0.90535  0.214
H: -4.84531 -5.09706 0.56067  0.213
H: -4.54889 -2.91720 1.76474  0.192
H: -5.02119 -2.04587 0.29375  0.185
H: -1.32035 -4.21012 -0.74206  0.230
H: 1.07468 -4.48115 -1.36880  0.231
H: 4.86438 -2.20454 -0.74751  0.208
H: 6.92008 0.97908 1.20066  0.189
H: 6.86353 1.52216 -0.48618  0.188
H: 9.08582 0.50101 0.04168  0.217
H: 8.28533 -1.00678 0.51123  0.214
H: 8.22850 -0.46649 -1.16824  0.213
H: 2.69645 1.58719 0.49745  0.438
H: -0.03409 1.15173 -0.54598  0.226
H: 0.95244 2.61428 -0.59573  0.196
H: -0.41805 1.47610 1.88213  0.204
H: 0.73406 2.80799 1.90583  0.212
H: -0.65275 4.14434 0.42175  0.193
H: -1.60310 3.65133 1.83651  0.177
H: -2.00925 4.29315 -1.34444  0.201
H: -3.39149 4.34494 -0.21357  0.167
H: -4.17994 3.66879 -2.45546  0.192
H: -2.96638 2.35324 -2.50263  0.163
H: -4.71756 0.60744 0.08309  0.195
H: -3.29863 0.51797 -1.00214  0.162
H: -2.57024 1.09490 1.25116  0.232
H: -3.70163 2.47158 1.32249  0.166
H: -0.47013 -0.36852 0.85771  0.227

Force components x, y, z for each atom (eV/Å):
0.3763 0.2827 0.0248
-0.5183 0.0869 0.2888
0.2104 -0.2181 -0.2121
-0.0878 0.2895 0.2550
-0.0532 -0.1297 -0.1118
0.3093 0.2769 -0.0028
0.1559 0.0270 -0.0179
-0.2049 0.0001 0.0232
-0.2528 0.5142 0.2218
0.3999 -0.5491 -0.2114
-0.1197 0.0574 -0.0235
-0.2243 -0.0402 0.0642
-0.1208 0.2790 0.0564
0.1200 -0.1120 -0.0448
-0.0492 -0.2854 -0.0761
0.3967 0.4341 0.1320
-0.4658 0.0413 0.0278
0.4804 0.0455 -0.0550
0.3754 0.1381 0.2757
-0.4632 0.0599 0.2023
-0.1528 0.1498 -0.3521
0.1407 -0.1607 0.1182
-0.0736 0.1556 -0.0233
-0.1774 -0.1704 -0.2538
0.2002 0.3599 -0.0411
-0.1592 0.0425 0.0190
0.1171 -0.1564 0.3760
-0.1264 -0.2146 -0.2023
0.0922 -0.4144 -0.2594
-0.4194 -0.2258 0.0358
-0.1056 -0.0090 0.0259
-0.0580 -0.0450 -0.1068
-0.0074 -0.1129 0.0333
-0.0157 0.0339 -0.1870
0.0792 -0.1127 0.0960
-0.0208 -0.0831 -0.0249
0.0502 -0.0776 -0.0508
0.0801 0.0519 0.0029
-0.0073 -0.0163 -0.1876
0.0016 -0.1212 0.1425
0.0941 0.0496 0.0123
0.0742 -0.0851 0.0564
0.0701 -0.0352 -0.1001
-0.1212 -0.2031 -0.0736
0.1241 0.1331 -0.0291
-0.0654 -0.0953 -0.0537
0.0526 -0.0722 0.0934
0.0147 -0.0439 0.0782
-0.0256 0.0236 0.0344
0.0058 0.0747 -0.0816
-0.0330 0.0289 0.0059
0.0465 0.0061 -0.0314
0.0920 -0.0267 -0.0045
-0.0405 0.0744 0.0189
0.0836 -0.0332 -0.0103
-0.0394 0.0015 0.0517
-0.0250 0.0128 0.0359
0.0407 -0.0058 0.0007
-0.0502 0.1242 0.0196

---

(3)
Molecular formula: C22H29N3O5S
Method: DFT, the ωB97M-V functional and the def2-TZVPD basis

The HOMO-LUMO gap comes out at 8.486 eV. Its energy is -48826.5629 eV. As for the SMILES: COc1cc([C@@H]2SCC(=O)Nc3c2c(=O)[nH]n3C2CCCCCC2)cc(OC)c1OC. The calculation puts the HOMO energy at -7.9681 eV. As for the energy relative to the best compared isomer or geometry (same formula, charge and spin): 278.8 kJ/mol.

Last column: natural (NBO) charge in e.
Element x y z (Å)
C: -1.48889 1.82941 4.06725  -0.236
O: -0.57997 1.36932 3.08884  -0.505
C: -0.38092 2.07271 1.93481  0.286
C: 0.83819 1.81255 1.31770  -0.283
C: 1.17475 2.40536 0.11308  -0.017
C: 2.46681 1.98502 -0.55538  -0.360
S: 2.62019 2.63889 -2.26649  0.235
C: 1.59264 1.43089 -3.18185  -0.642
C: 0.28269 1.08478 -2.51687  0.702
O: -0.78137 1.57325 -2.81769  -0.593
N: 0.36424 0.06501 -1.60576  -0.649
C: 1.55020 -0.31953 -0.99361  0.392
C: 2.54978 0.50097 -0.55909  -0.233
C: 3.58631 -0.33775 0.01380  0.610
O: 4.66336 -0.07522 0.50321  -0.633
N: 3.05909 -1.61696 -0.08164  -0.447
N: 1.87284 -1.63957 -0.80448  -0.218
C: 0.87950 -2.66910 -0.53340  -0.043
C: 1.51254 -4.04764 -0.73919  -0.398
C: 0.48382 -5.16040 -0.92836  -0.390
C: -0.53704 -5.28434 0.20339  -0.408
C: -1.57830 -4.16263 0.19884  -0.405
C: -1.18173 -2.90907 0.98615  -0.394
C: 0.29113 -2.50726 0.87754  -0.433
C: 0.30118 3.31695 -0.45026  -0.345
C: -0.92438 3.59390 0.14183  0.334
O: -1.80995 4.48225 -0.39578  -0.520
C: -1.61340 4.89300 -1.73161  -0.259
C: -1.30215 2.94098 1.32941  0.158
O: -2.51840 3.12020 1.94858  -0.521
C: -3.67161 3.30197 1.15441  -0.238
H: -1.42299 2.91014 4.19868  0.184
H: -1.19378 1.32939 4.99071  0.184
H: -2.51842 1.56048 3.82168  0.181
H: 1.51145 1.12526 1.80566  0.229
H: 3.33500 2.39517 -0.03238  0.273
H: 2.19173 0.53058 -3.32790  0.235
H: 1.39164 1.91085 -4.13864  0.262
H: -0.51133 -0.23302 -1.19327  0.420
H: 3.59266 -2.46346 0.02963  0.415
H: 0.10196 -2.51620 -1.28827  0.212
H: 2.14045 -4.28902 0.12154  0.195
H: 2.15074 -4.01196 -1.62584  0.219
H: 1.02682 -6.10371 -1.01764  0.214
H: -0.05027 -5.00245 -1.86830  0.197
H: -1.05679 -6.23586 0.07315  0.214
H: -0.02877 -5.32245 1.16734  0.198
H: -2.50983 -4.53801 0.62688  0.216
H: -1.79597 -3.89736 -0.83812  0.191
H: -1.81057 -2.08202 0.64801  0.200
H: -1.40231 -3.06365 2.04373  0.212
H: 0.88733 -3.09676 1.57554  0.207
H: 0.38260 -1.46320 1.18916  0.228
H: 0.57755 3.81678 -1.36258  0.241
H: -2.51839 5.43434 -2.00435  0.195
H: -0.75369 5.56366 -1.82366  0.175
H: -1.48615 4.03253 -2.39467  0.203
H: -3.66449 2.64771 0.27906  0.176
H: -4.51020 3.03629 1.79979  0.182
H: -3.77717 4.33803 0.82768  0.192

Force components x, y, z for each atom (eV/Å):
-0.2375 0.0277 0.3844
0.0100 -0.0186 -0.4227
0.1787 -0.0350 -0.0954
-0.1552 0.1732 0.0435
-0.3162 0.2558 0.3314
0.1221 0.0298 -0.5026
0.0782 -0.0976 -0.0430
0.5119 0.3132 0.1957
-0.0372 0.0714 -0.4772
-0.1163 0.0539 -0.0787
-0.2141 -0.6645 0.4954
0.7852 0.1137 0.1168
-0.2878 -0.2179 -0.0904
-0.4394 -0.0971 -0.1584
0.4745 0.1855 0.1692
-0.2502 -0.2889 0.3498
0.1445 0.2706 -0.6979
0.1338 -0.0988 0.4601
-0.2559 0.0220 -0.3380
0.1771 -0.0185 0.3114
-0.1803 -0.0275 -0.3008
0.0175 -0.0249 0.2440
0.0594 -0.0773 -0.0603
-0.2227 0.0054 -0.0825
-0.0882 0.2134 0.0860
0.0538 -0.1175 0.1255
0.0510 -0.1759 0.4853
0.0176 0.0509 -0.2700
-0.2700 0.0446 0.0279
0.6128 0.0962 -0.0280
-0.4539 0.0588 -0.1072
-0.0056 -0.0368 0.0137
-0.0238 0.0618 -0.0378
0.1046 0.0548 0.0412
0.0521 -0.1279 0.0852
-0.0257 -0.0741 -0.0180
-0.1080 0.0141 -0.0709
-0.0895 -0.0977 0.0663
0.0041 0.1818 -0.0364
0.0033 0.0674 -0.1550
0.0704 0.0111 -0.0194
0.0645 0.0340 0.0534
0.0453 0.0232 0.0334
-0.0092 -0.0001 -0.0881
-0.0110 -0.0344 -0.0591
0.0345 -0.0222 0.0834
0.0445 -0.0925 0.1239
-0.0495 0.0263 -0.0951
-0.0687 -0.0148 -0.0529
-0.0359 0.0591 0.0751
-0.0829 0.0557 0.0115
0.0594 0.0417 0.0282
0.0844 0.0022 0.0396
-0.0488 -0.0028 -0.0829
0.0770 -0.0015 -0.0221
-0.0215 -0.0345 -0.0001
0.0230 0.0419 0.0306
0.0164 0.0117 0.0144
0.0124 -0.0148 -0.0690
-0.0189 -0.1591 0.0334